# C7H13NO2

A molecular structure, C7H13NO2 in a non-equilibrium geometry (ωB97M-V/def2-TZVPD, the OMol25 dataset).

Geometry as XYZ:
```
23
Properties=species:S:1:pos:R:3:mulliken_charge:R:1
C -0.6494 -0.1353 1.2699 -0.079
C 0.8602 0.9445 0.0541 -0.034
C 1.5495 -0.9000 0.5137 -0.195
C 0.4799 -1.1399 1.5617 -0.949
C 0.5865 1.6462 -1.2550 -1.378
C -2.3719 0.5109 -0.5220 -1.484
C -1.2740 -0.4324 -0.1092 0.948
N 1.5612 -1.7762 -0.5320 -0.580
O -0.0652 1.1432 1.1280 -0.559
O -1.1330 -1.5180 -0.6891 -0.683
H -1.3980 -0.1055 2.0716 0.489
H 1.8270 1.3296 0.4060 0.591
H 2.5432 -0.6548 0.8822 0.486
H 0.5931 -1.9559 -0.8752 0.350
H 2.2483 -1.5946 -1.2516 0.246
H 0.8764 -0.9485 2.5589 0.343
H 0.1047 -2.1612 1.4877 0.432
H -0.3148 2.2520 -1.3166 0.325
H 0.5767 0.9697 -2.1075 0.272
H 1.3956 2.3587 -1.4382 0.356
H -2.5169 0.4902 -1.5996 0.350
H -3.2948 0.1549 -0.0569 0.404
H -2.1842 1.5222 -0.1809 0.351
```

Output
F_max: 3.56 eV/A
net charge: 0
HOMO level: -7.75 eV

---

# C70H210N30O15P10S5

15 unconnected molecules or ions with the total composition C70H210N30O15P10S5 in a non-equilibrium geometry (ωB97M-V/def2-TZVPD, the OMol25 dataset).

Geometry as XYZ:
```
340
Properties=species:S:1:pos:R:3:mulliken_charge:R:1
O -7.3575 -2.1071 0.0972 -0.924
P -6.4407 -1.5528 1.1415 0.415
N -6.0709 0.1031 0.8605 0.704
C -5.1319 0.4623 -0.2094 -1.113
C -6.9248 1.2200 1.3755 -1.038
N -4.8996 -2.3602 1.3545 0.258
C -4.3806 -3.3671 0.4064 -0.801
C -3.9957 -1.8343 2.3259 -0.175
N -7.2752 -1.6698 2.6016 0.254
C -8.3539 -2.6663 2.8562 -1.069
C -6.7601 -1.1433 3.8776 -0.974
H -4.3079 -0.2511 -0.2236 -0.227
H -4.7015 1.4406 0.0046 0.448
H -5.6782 0.4731 -1.1525 0.530
H -7.3543 0.9391 2.3371 0.357
H -7.7394 1.3458 0.6623 0.345
H -6.4105 2.1784 1.4467 0.214
H -5.0157 -4.2334 0.2213 0.334
H -4.0515 -2.9792 -0.5576 0.203
H -3.5136 -3.8889 0.8116 0.295
H -2.9893 -2.2221 2.1678 -0.203
H -3.9734 -0.7464 2.2621 -0.030
H -4.2917 -2.2994 3.2663 0.463
H -8.8192 -2.9251 1.9051 0.285
H -7.7856 -3.5096 3.2487 0.380
H -9.1277 -2.3813 3.5690 0.289
H -7.6428 -0.7990 4.4166 0.464
H -6.1295 -0.2749 3.6871 0.049
H -6.2091 -1.7713 4.5775 0.303
O 3.0299 2.1508 0.1473 0.477
P 3.1770 3.4809 -0.4997 -2.138
N 4.1163 4.6143 0.3774 0.882
C 5.0858 4.1799 1.3377 -0.990
C 4.0700 6.0353 -0.0301 -1.057
N 1.6439 4.3086 -0.6437 1.057
C 0.6752 4.1840 0.4205 0.040
C 1.3034 5.2294 -1.7413 -0.538
N 3.8936 3.5444 -2.0868 0.434
C 5.3410 3.8881 -2.2844 -1.136
C 3.5012 2.5662 -3.0241 -1.042
H 4.9722 3.1246 1.5857 -0.010
H 4.9255 4.8558 2.1777 0.526
H 6.1253 4.2817 1.0259 0.223
H 3.0658 6.4180 0.1524 0.091
H 4.2077 6.1144 -1.1084 0.316
H 4.8279 6.6447 0.4621 0.448
H 1.0424 4.8226 1.2239 0.282
H -0.2903 4.5828 0.1092 -0.099
H 0.5398 3.1554 0.7548 -0.231
H 2.1289 5.8937 -1.9969 0.221
H 1.1627 4.5964 -2.6175 0.201
H 0.3940 5.8276 -1.6836 -0.017
H 5.6364 4.8730 -1.9229 0.319
H 5.9735 3.2349 -1.6833 0.279
H 5.5435 3.8372 -3.3542 0.536
H 2.7822 1.8680 -2.5955 -0.034
H 4.2776 2.0396 -3.5790 0.522
H 2.9109 3.0739 -3.7869 0.372
O -3.2007 7.3215 -4.2388 -0.827
P -2.3983 8.3130 -3.4048 0.118
N -2.7647 9.9870 -3.6221 0.336
C -4.0952 10.4667 -3.1934 -0.994
C -2.1346 10.6644 -4.7539 -1.008
N -0.6736 8.1804 -3.6585 0.463
C -0.1240 7.0523 -4.4581 -0.934
C 0.3099 8.9711 -2.8872 -1.217
N -2.5454 7.9740 -1.6812 0.299
C -2.8936 6.5992 -1.1618 -0.329
C -2.2254 9.0492 -0.6575 -0.611
H -4.3014 10.0723 -2.1984 0.270
H -4.8672 10.2382 -3.9281 0.276
H -3.9925 11.5483 -3.1050 0.365
H -2.0618 11.7287 -4.5301 0.336
H -2.7815 10.6415 -5.6308 0.331
H -1.1424 10.2943 -5.0119 0.308
H 0.9352 6.9145 -4.2406 0.499
H -0.5705 6.1529 -4.0341 -0.061
H -0.3986 7.1600 -5.5074 0.316
H 1.2076 9.0773 -3.4962 0.460
H -0.0648 9.9004 -2.4580 0.424
H 0.6093 8.3442 -2.0473 0.254
H -3.1869 6.6681 -0.1143 0.409
H -3.6971 6.1510 -1.7462 0.237
H -2.0602 5.9037 -1.2604 -0.236
H -2.9346 9.8765 -0.6830 0.281
H -1.2562 9.4879 -0.8950 0.207
H -2.1529 8.6327 0.3472 0.039
O 3.2515 -6.6402 5.0897 -0.866
P 3.3949 -5.9666 3.7766 0.366
N 4.1627 -6.9485 2.5734 0.489
C 4.6442 -8.2662 2.9509 -1.135
C 4.7905 -6.3915 1.3163 -0.673
N 4.6065 -4.6600 3.8601 0.237
C 4.6026 -3.4810 3.0395 -0.123
C 5.7618 -4.8239 4.7808 -1.079
N 1.9880 -5.2117 3.0189 0.828
C 1.2885 -5.8088 1.8467 -0.793
C 1.0934 -4.5132 3.9445 -1.506
H 4.6476 -8.7705 1.9846 0.434
H 3.8666 -8.8306 3.4655 0.320
H 5.6487 -8.2641 3.3740 0.281
H 4.8553 -7.1339 0.5209 0.727
H 5.7828 -5.9701 1.4772 0.198
H 4.2122 -5.5688 0.8958 -0.429
H 5.6208 -3.1436 2.8461 0.754
H 4.1451 -3.7046 2.0758 -0.444
H 4.0271 -2.7169 3.5620 -0.342
H 5.4940 -4.6968 5.8297 0.223
H 6.2266 -5.7877 4.5727 0.293
H 6.5160 -4.1403 4.3909 0.414
H 1.8835 -6.3913 1.1432 0.439
H 0.4371 -6.3925 2.1967 0.376
H 0.7934 -5.0451 1.2470 -0.264
H 1.5429 -3.9977 4.7932 0.602
H 0.3858 -5.2574 4.3100 0.401
H 0.5072 -3.7077 3.5021 0.058
O -1.1818 -2.1950 0.9548 -0.608
P -0.0921 -1.6326 0.0977 -1.185
N 1.4356 -1.4529 0.8384 1.311
C 2.7321 -1.2723 0.1435 0.412
C 1.4905 -1.0973 2.2223 0.967
N -0.3427 0.0138 -0.3824 1.388
C -1.1865 0.8603 0.3358 -0.303
C 0.2895 0.6367 -1.5388 1.351
N 0.1684 -2.5136 -1.3376 1.431
C 0.8223 -3.8211 -1.4513 -0.149
C -1.1059 -2.7096 -2.1197 0.524
H 3.3433 -2.1337 0.4127 -0.399
H 3.2734 -0.3864 0.4755 -0.596
H 2.5066 -1.2285 -0.9220 0.044
H 1.7034 -0.0289 2.2593 -0.191
H 2.3143 -1.5905 2.7381 -1.225
H 0.5581 -1.2204 2.7733 0.109
H -0.7049 1.4138 1.1420 -0.216
H -1.8558 1.3955 -0.3378 0.104
H -1.8909 0.2216 0.8687 -0.386
H 1.1621 0.0785 -1.8779 -0.565
H -0.4477 0.7703 -2.3305 -0.120
H 0.7499 1.6129 -1.3869 -0.774
H 0.6740 -4.2037 -2.4611 0.299
H 1.8890 -3.8279 -1.2276 -0.516
H 0.4039 -4.6025 -0.8168 0.015
H -1.5065 -3.6508 -1.7432 -0.139
H -0.9696 -2.8835 -3.1871 -0.391
H -1.7737 -1.8541 -2.0183 -0.406
O 0.7662 -1.7844 7.2915 -0.893
P -0.6116 -1.2280 7.5668 0.038
N -0.6458 0.4724 7.9005 0.573
C 0.4141 1.4916 7.7003 -1.312
C -1.8037 1.1137 8.5899 -1.235
N -1.3343 -1.9267 8.9498 0.356
C -0.4603 -2.5665 9.9702 -1.083
C -2.6973 -1.8208 9.3162 -0.895
N -1.6466 -1.5847 6.3129 0.983
C -1.7001 -2.9700 5.7196 -1.635
C -2.5875 -0.5530 5.7090 -0.468
H 0.5501 2.2507 8.4706 0.405
H 0.2480 1.9811 6.7407 0.499
H 1.3076 0.8791 7.5791 0.264
H -2.7961 0.7142 8.3808 0.380
H -2.0030 2.1268 8.2407 0.394
H -1.5802 1.1621 9.6556 0.304
H 0.2613 -3.2610 9.5398 0.243
H 0.0150 -1.7609 10.5297 0.291
H -1.0371 -3.2993 10.5345 0.398
H -3.1426 -2.7429 9.6897 0.400
H -2.9178 -0.9337 9.9100 0.267
H -3.2284 -1.6317 8.3833 0.191
H -2.4863 -3.0280 4.9668 0.307
H -0.7660 -3.1341 5.1824 0.647
H -1.7954 -3.6952 6.5279 0.388
H -3.5972 -0.6840 6.0982 0.195
H -2.6911 -0.7718 4.6462 -0.326
H -2.2344 0.4762 5.7731 0.320
O -2.6479 1.0586 -6.8432 -0.983
P -3.2472 1.8778 -5.7852 0.245
N -4.0881 3.1375 -6.6164 0.527
C -4.2814 3.1506 -8.0760 -0.962
C -4.5671 4.3857 -5.9914 -1.210
N -2.1309 2.8220 -4.8126 0.920
C -2.4972 3.3071 -3.4755 -0.793
C -0.7479 3.0890 -5.2605 -0.579
N -4.3375 1.0736 -4.6576 0.449
C -3.8153 0.0414 -3.7039 0.080
C -5.7840 0.9909 -4.9677 -1.124
H -3.4388 3.6552 -8.5488 0.330
H -5.0645 3.7798 -8.4992 0.299
H -4.4127 2.1154 -8.3909 0.227
H -5.3691 4.8755 -6.5435 0.379
H -3.6928 5.0359 -6.0215 0.440
H -4.9604 4.1844 -4.9950 0.255
H -2.0270 2.8683 -2.5955 -0.076
H -2.4849 4.3960 -3.4284 0.096
H -3.5612 3.0776 -3.4167 0.416
H -0.6826 3.0247 -6.3466 0.371
H -0.3585 4.0302 -4.8725 -0.079
H -0.1073 2.3152 -4.8375 0.074
H -3.9174 0.3534 -2.6645 -0.436
H -4.3661 -0.8842 -3.8712 0.601
H -2.8115 -0.2746 -3.9878 -0.233
H -6.3434 0.6485 -4.0971 0.367
H -5.9719 0.3338 -5.8169 0.293
H -6.1177 2.0068 -5.1793 0.330
O -1.8475 5.4822 1.8356 -0.310
P -2.1644 5.0769 3.2701 -0.576
N -3.3008 3.7906 3.4093 0.864
C -4.6812 3.8475 2.8951 -0.696
C -3.1084 2.6198 4.3257 -0.551
N -2.9873 6.2970 4.2486 0.312
C -3.4633 7.5024 3.7313 -1.000
C -3.4390 6.0422 5.6261 -0.963
N -0.8279 4.7666 4.3609 0.983
C -0.2217 5.7386 5.3138 -1.123
C 0.2750 3.8156 4.0327 -1.167
H -5.2414 4.6027 3.4465 0.339
H -5.1633 2.8703 2.9210 -0.189
H -4.7202 4.3423 1.9247 0.360
H -2.0575 2.3690 4.4697 0.049
H -3.7666 1.7711 4.1397 0.063
H -3.3672 2.9200 5.3411 0.311
H -3.4447 8.1778 4.5867 0.461
H -2.8351 7.8008 2.8920 0.047
H -4.5040 7.3503 3.4454 0.276
H -2.7742 6.5484 6.3260 0.310
H -4.4630 6.4106 5.6875 0.469
H -3.3476 4.9812 5.8582 0.071
H -0.8911 6.5153 5.6837 0.312
H 0.1870 5.2870 6.2177 0.253
H 0.5737 6.3290 4.8590 0.355
H 1.0173 4.2974 3.3964 0.439
H -0.2112 2.9997 3.4979 -0.292
H 0.6193 3.4301 4.9924 0.651
O 6.8629 -6.3198 -1.3289 -0.898
P 6.4662 -5.2766 -2.2991 0.393
N 6.9949 -5.5329 -3.9668 0.252
C 7.8918 -6.6453 -4.3464 -1.168
C 6.6010 -4.6920 -5.1019 -0.921
N 7.0205 -3.7162 -1.9117 0.475
C 8.4379 -3.4202 -2.2270 -1.149
C 6.5979 -3.0774 -0.6499 -0.968
N 4.7730 -5.0445 -2.4536 0.697
C 3.8510 -6.1659 -2.2198 -0.088
C 4.1312 -3.8827 -3.0800 -1.100
H 7.6613 -7.1038 -5.3080 0.455
H 7.8864 -7.5218 -3.6985 0.321
H 8.9541 -6.4044 -4.3082 0.326
H 7.1405 -4.9763 -6.0054 0.473
H 6.8031 -3.6473 -4.8658 0.310
H 5.5261 -4.7600 -5.2692 0.145
H 8.6070 -2.3438 -2.2567 0.319
H 9.0630 -3.8851 -1.4646 0.330
H 8.6974 -3.8087 -3.2119 0.319
H 6.5132 -1.9923 -0.7100 0.493
H 5.5690 -3.3512 -0.4165 -0.053
H 7.1645 -3.3251 0.2477 0.385
H 2.8426 -5.7572 -2.2846 -0.203
H 3.9630 -6.8949 -3.0224 0.413
H 3.8924 -6.3922 -1.1543 -0.435
H 3.4199 -3.3907 -2.4166 0.052
H 3.6323 -4.1528 -4.0107 0.313
H 4.8647 -3.0777 -3.1260 0.532
O 7.1762 -0.2967 4.9608 -0.888
P 6.4242 0.8676 4.3426 0.450
N 4.7015 0.7415 4.4527 0.781
C 3.6764 1.6168 3.9638 -0.749
C 4.1126 -0.4128 5.0621 -1.048
N 6.6499 1.1544 2.6733 0.770
C 7.9630 1.7232 2.1955 -1.116
C 6.1592 0.0797 1.7333 -0.568
N 6.8462 2.3340 5.1657 0.148
C 6.4904 2.4709 6.6134 -1.067
C 6.5735 3.5999 4.5061 -0.522
H 2.7858 1.6708 4.5899 0.582
H 3.3163 1.2577 2.9998 -0.177
H 3.9520 2.6694 3.8995 0.197
H 4.8214 -1.2148 5.2683 0.418
H 3.3463 -0.8234 4.4046 0.068
H 3.7259 -0.1963 6.0579 0.319
H 8.7543 0.9781 2.2787 0.304
H 7.9531 2.0099 1.1439 0.297
H 8.2615 2.6303 2.7210 0.359
H 5.3479 -0.4617 2.2199 -0.419
H 5.6365 0.5345 0.8919 0.140
H 6.8474 -0.7360 1.5117 0.496
H 5.4881 2.7834 6.9064 0.338
H 6.5395 1.5151 7.1349 0.362
H 7.1674 3.1109 7.1793 0.376
H 5.9779 4.3096 5.0803 0.305
H 6.3617 3.5197 3.4399 -0.396
H 7.5803 4.0124 4.4409 0.476
C 0.6113 -7.2001 -5.0510 -0.911
S -1.1518 -6.6956 -4.7572 0.472
O -1.0026 -5.2538 -4.2711 -0.411
C -1.5508 -6.4784 -6.5164 -0.670
H 0.8993 -6.4976 -5.8330 0.248
H 0.6123 -8.1736 -5.5413 0.454
H 1.3176 -7.2404 -4.2218 0.175
H -2.5907 -6.1607 -6.5917 -0.044
H -1.5213 -7.3957 -7.1044 0.504
H -0.9634 -5.6986 -7.0011 0.282
C -4.4471 -2.5304 -9.2281 -0.926
S -3.6702 -3.8780 -8.2703 0.533
O -2.4127 -4.2672 -9.0961 -0.690
C -3.1963 -2.8462 -6.7992 -0.517
H -5.2446 -2.2256 -8.5505 0.273
H -4.8022 -2.8422 -10.2103 0.406
H -3.7139 -1.7436 -9.4056 0.285
H -3.4524 -3.3668 -5.8764 0.159
H -3.7162 -1.8887 -6.7703 0.162
H -2.1404 -2.5842 -6.7311 0.267
C -6.5099 -5.1131 -5.8783 -1.105
S -6.4962 -3.4214 -5.1385 0.741
O -7.9959 -3.1196 -5.0854 -0.721
C -6.0557 -3.9762 -3.4383 -0.825
H -5.5406 -5.6022 -5.7807 0.263
H -6.6977 -5.0044 -6.9464 0.359
H -7.3256 -5.6666 -5.4131 0.416
H -6.7131 -4.8331 -3.2907 0.543
H -6.3280 -3.1248 -2.8146 0.220
H -4.9867 -4.1794 -3.3748 0.101
C -3.1334 -8.5352 -0.0611 -0.968
S -1.5623 -8.0775 -0.9130 0.454
O -1.4455 -8.6163 -2.3249 -0.626
C -1.7985 -6.2707 -1.1050 -0.077
H -3.1042 -8.4831 1.0273 0.320
H -3.2414 -9.5532 -0.4355 0.386
H -3.9318 -7.9451 -0.5109 0.283
H -2.8537 -6.1166 -1.3307 0.341
H -1.0714 -5.9108 -1.8329 -0.450
H -1.7031 -5.6298 -0.2285 0.336
C 1.1699 -3.1654 -6.0943 -0.763
S 1.3521 -1.7807 -4.8477 0.846
O 2.4696 -0.7259 -5.0133 -0.715
C -0.2885 -0.8834 -5.0996 0.360
H 1.1508 -2.8138 -7.1258 0.556
H 0.3308 -3.8003 -5.8099 -0.026
H 2.0134 -3.8073 -5.8402 0.220
H -0.3477 -0.5439 -6.1337 0.920
H -0.2700 0.0709 -4.5732 -1.094
H -1.1309 -1.4880 -4.7635 -0.437
```

Output
F_max: 3.83 eV/A
net charge: 0
HOMO level: -7.52 eV

---

# C2H4ClPS3

A single C2H4ClPS3 molecule in a non-equilibrium geometry (ωB97M-V/def2-TZVPD, the OMol25 dataset).

Geometry as XYZ:
```
11
Properties=species:S:1:pos:R:3:mulliken_charge:R:1
C 1.2217 0.1209 0.7534 -0.457
C -0.0323 0.9534 0.9528 -0.682
P -0.9140 -1.0398 -1.1676 0.517
S -1.4729 -2.7780 -1.6848 -0.277
S 1.1859 -0.7818 -0.8376 -0.098
S -1.6342 -0.1120 0.6430 -0.102
Cl -1.4019 0.4055 -2.9357 -0.294
H 2.1068 0.6645 0.5041 0.323
H 1.3018 -0.5082 1.5568 0.353
H -0.1794 1.4497 2.0162 0.325
H -0.1816 1.6258 0.1994 0.392
```

Output
F_max: 3.15 eV/A
net charge: 0
HOMO level: -9.40 eV

---

Per-record energy relative to the best compared isomer or geometry (same formula, charge and spin), kcal/mol: 78.24; 39.35; 14.67